The following is a DFT calculation (ωB97M-V/def2-TZVPD) of an isolated molecule of C5H11N in a non-equilibrium geometry.

The geometry in XYZ format:
```
17
C5H11N | the OMol25 dataset | ωB97M-V/def2-TZVPD
N -1.316 0.498 -0.188
C 1.011 -0.142 -0.566
C -0.225 -0.455 0.247
C 2.354 -0.562 -0.045
C -2.729 -0.047 -0.115
C 1.862 0.914 0.104
H 3.301 -0.614 -0.590
H -0.650 -1.443 -0.003
H -0.066 -0.498 1.337
H 2.421 1.635 -0.479
H -2.651 -1.075 -0.743
H 2.272 -1.283 0.774
H -1.255 1.362 0.393
H -3.583 0.644 -0.471
H 0.672 0.030 -1.638
H -3.079 -0.281 0.954
H 1.660 1.316 1.029
```

SMILES string ... CNCC1CC1
Energy above the lowest of the compared OMol25 structures with the same formula, charge and spin ... 216.5 kJ/mol
Gap between HOMO and LUMO ... 10.05 eV
E_tot ... -6851.2845 eV
HOMO energy ... -8.857 eV